This record from the OMol25 dataset describes a molecular structure, C37H42BN5O3PRbS. The level of theory is ωB97M-V with the def2-TZVPD basis set.

CARTESIAN COORDINATES (ANGSTROEM)
Rb -1.34052 -0.04324 1.00756
N -1.01324 0.30190 6.60469
C -1.76614 0.83807 5.62333
S -1.47952 2.49143 5.16485
N -2.59959 -0.04531 4.98765
N -3.04567 0.39284 3.80551
C -4.23863 0.08509 3.45064
C -4.83936 0.74646 2.31202
C -6.22251 1.12457 2.32218
C -6.66703 1.97293 1.33645
C -5.78195 2.31147 0.27982
C -4.56159 1.76166 0.27324
N -4.06392 1.07140 1.29971
H -0.24354 0.79575 7.05277
H -1.09840 -0.72348 6.67896
H -4.84860 -0.56957 4.06969
H -6.80213 0.77268 3.18094
H -7.63033 2.42559 1.40565
H -6.12035 2.95290 -0.55975
H -3.81061 1.92054 -0.50488
O -2.84780 -3.04641 -0.34920
C -1.97030 -3.75687 -0.65573
C -1.04569 -4.72170 -1.05387
C -1.30758 -6.10254 -1.52868
C -0.30064 -7.00701 -1.76423
C 1.05494 -6.54260 -1.55330
C 1.32173 -5.25506 -1.13247
C 0.31876 -4.31890 -0.98454
P 0.69924 -2.68757 -0.43593
C 2.14189 -2.36651 -1.57538
C 3.46385 -2.14851 -1.13829
C 4.49123 -1.90529 -2.02297
C 4.24055 -1.97131 -3.40512
C 2.91894 -2.10612 -3.84264
C 1.89578 -2.19372 -2.92481
C 1.47561 -2.91033 1.21794
C 1.66831 -1.66868 1.92204
C 2.22290 -1.66885 3.21396
C 2.48846 -2.84894 3.84451
C 2.22441 -4.04203 3.19221
C 1.71230 -4.11629 1.91646
H -2.31555 -6.34986 -1.76147
H -0.46602 -8.08695 -1.93687
H 1.82263 -7.30028 -1.71885
H 2.36863 -4.96494 -0.97327
H 3.69507 -2.25219 -0.08471
H 5.50773 -1.65677 -1.73499
H 4.98884 -1.84734 -4.18123
H 2.67239 -2.05244 -4.88655
H 0.94260 -2.20082 -3.36485
H 1.54423 -0.68088 1.47445
H 2.45742 -0.76437 3.83514
H 2.81729 -2.78855 4.89499
H 2.43359 -4.95401 3.70267
H 1.49032 -5.09028 1.49486
C 2.80710 4.60889 1.06595
C 2.48903 3.42456 1.99812
C 3.75646 2.67921 2.40626
C 1.60263 3.81202 3.17553
C 1.78703 2.41291 1.17862
N 0.97128 1.84598 0.59410
H 3.36318 5.40946 1.54475
H 1.90584 4.99353 0.64127
H 3.44004 4.46327 0.17966
H 4.43841 3.28650 3.07740
H 4.40824 2.30678 1.61935
H 3.61050 1.76780 3.04159
H 2.08206 4.48346 3.92735
H 1.29492 2.87280 3.66875
H 0.65169 4.17491 2.88239
C -0.23070 3.60975 -2.21894
C -1.20486 2.81236 -3.01816
C -2.32055 3.67145 -3.63039
O -2.01827 2.03120 -2.04580
B -1.74329 0.74216 -2.36714
O -1.01300 0.37201 -3.41487
C -0.56480 1.68635 -3.96835
C -1.20488 1.64138 -5.32640
C 0.98604 1.70897 -3.99222
H -0.67462 4.17307 -1.42473
H 0.34105 4.26643 -2.90438
H 0.39852 2.91868 -1.67519
H -2.82641 4.27750 -2.86301
H -3.04174 3.11518 -4.21424
H -1.73381 4.26415 -4.36231
H -2.29735 1.58009 -5.27659
H -0.94880 0.78263 -6.01101
H -1.06695 2.58361 -5.83215
H 1.30794 1.55536 -2.91856
H 1.34855 2.66486 -4.40147
H 1.24708 0.79195 -4.62554

Output
- energy above the lowest of the compared OMol25 structures with the same formula, charge and spin (kcal per mole) = 38.0
- HOMO level (eV) = 0.62
- lowest unoccupied orbital energy (eV) = 3.58
- multiplicity = 1
- net charge = -2
- frontier orbital gap (eV) = 2.96
- total energy (eV) = -74095.057